This record from OMol25 describes a cluster of 12 separate species, C93H204N12O12 in total at a distorted geometry. The level of theory is ωB97M-V/def2-TZVPD.

Results
Kohn-Sham gap: 8.795 eV
Spin multiplicity: 1
Energy above the lowest of the compared OMol25 structures with the same formula, charge and spin: 0.162 eV

Structure (XYZ):
```
321
C93H204N12O12 ωB97M-V/def2-TZVPD
C 6.328 -2.037 2.471
C 5.851 -3.310 1.723
C 5.431 -4.263 2.772
C 4.662 -2.863 0.813
C 4.148 -3.956 -0.180
C 5.385 -4.301 -0.990
C 6.674 -4.727 -0.244
C 6.539 -6.152 0.212
C 7.795 -4.731 -1.324
N 6.972 -3.687 0.784
O 8.256 -3.921 1.450
H 6.620 -1.216 1.812
H 5.590 -1.665 3.180
H 7.192 -2.256 3.083
H 6.196 -4.490 3.528
H 4.640 -3.867 3.437
H 5.032 -5.238 2.421
H 3.828 -2.559 1.419
H 4.982 -1.975 0.263
H 3.700 -4.823 0.367
H 3.338 -3.558 -0.854
H 5.629 -3.429 -1.578
H 5.242 -5.080 -1.780
H 6.624 -6.731 -0.677
H 5.632 -6.321 0.769
H 7.345 -6.453 0.885
H 7.464 -5.260 -2.212
H 8.709 -5.226 -0.943
H 7.965 -3.703 -1.605
H 8.726 -3.191 1.081
C -8.801 -4.759 -0.996
C -7.521 -4.261 -1.617
C -6.505 -5.314 -1.482
C -7.803 -4.041 -3.105
C -6.717 -3.327 -3.921
C -6.417 -1.993 -3.210
C -6.143 -2.127 -1.787
C -4.743 -2.535 -1.501
C -6.320 -0.731 -1.231
N -7.160 -2.957 -1.048
O -6.835 -3.082 0.272
H -9.298 -5.521 -1.599
H -8.611 -5.059 0.016
H -9.470 -3.913 -0.906
H -6.095 -5.534 -0.495
H -6.856 -6.351 -1.816
H -5.563 -5.174 -2.061
H -7.946 -5.082 -3.469
H -8.795 -3.611 -3.251
H -5.888 -4.016 -4.028
H -7.029 -3.090 -4.935
H -7.275 -1.344 -3.379
H -5.616 -1.476 -3.712
H -4.134 -1.734 -1.892
H -4.416 -3.505 -1.910
H -4.619 -2.637 -0.405
H -5.628 0.013 -1.693
H -6.117 -0.713 -0.180
H -7.394 -0.444 -1.393
H -7.498 -2.557 0.708
C 5.627 2.360 2.634
C 4.666 3.287 3.343
C 3.219 2.984 2.912
C 4.947 3.076 4.846
C 4.141 3.965 5.756
C 4.647 5.360 5.355
C 4.474 5.749 3.912
C 3.097 6.199 3.623
C 5.472 6.950 3.820
N 5.075 4.686 3.045
O 4.863 4.956 1.662
H 5.225 1.356 2.762
H 5.651 2.516 1.559
H 6.687 2.397 3.006
H 2.603 3.767 3.309
H 3.120 2.921 1.820
H 2.829 2.084 3.303
H 4.813 2.039 5.117
H 6.028 3.203 5.054
H 3.057 4.006 5.606
H 4.454 3.788 6.791
H 5.723 5.439 5.614
H 4.118 6.172 5.895
H 2.349 5.530 4.026
H 2.881 6.380 2.567
H 2.997 7.176 4.111
H 6.518 6.475 3.812
H 5.412 7.613 4.683
H 5.493 7.617 2.923
H 5.715 5.033 1.214
C -4.219 3.750 1.576
C -4.616 2.483 0.854
C -3.502 1.498 1.166
C -5.917 1.816 1.386
C -7.132 2.626 0.914
C -7.065 2.928 -0.606
C -5.810 3.531 -1.189
C -5.894 3.436 -2.688
C -5.673 5.017 -0.845
N -4.726 2.595 -0.662
O -3.492 3.218 -1.059
H -5.047 4.262 1.992
H -3.539 3.579 2.391
H -3.723 4.408 0.843
H -3.752 1.143 2.176
H -3.535 0.539 0.531
H -2.507 1.945 1.035
H -5.970 0.843 0.917
H -5.842 1.722 2.448
H -8.076 2.019 0.999
H -7.264 3.512 1.537
H -7.912 3.533 -0.904
H -7.270 2.039 -1.177
H -5.053 3.971 -3.164
H -6.835 3.896 -2.993
H -5.900 2.408 -3.056
H -6.246 5.329 0.022
H -6.026 5.610 -1.700
H -4.635 5.287 -0.760
H -3.098 2.711 -1.807
C 1.307 2.837 -1.599
C 1.299 1.505 -0.908
C 2.758 1.180 -0.618
C 0.636 1.654 0.405
C 0.406 0.342 1.185
C -0.412 -0.570 0.276
C 0.171 -0.696 -1.117
C 1.363 -1.594 -1.042
C -0.911 -1.302 -1.964
N 0.498 0.589 -1.659
O 1.077 0.481 -2.938
H 1.685 3.606 -0.915
H 1.953 2.947 -2.490
H 0.286 3.133 -1.930
H 3.206 0.735 -1.537
H 3.376 2.032 -0.380
H 2.864 0.491 0.235
H 1.051 2.403 1.070
H -0.438 1.986 0.174
H 1.298 -0.165 1.586
H -0.209 0.594 2.062
H -1.479 -0.189 0.256
H -0.541 -1.577 0.674
H 2.083 -1.607 -1.852
H 1.144 -2.676 -1.128
H 1.868 -1.455 -0.088
H -0.599 -1.404 -3.035
H -1.747 -0.612 -1.888
H -1.215 -2.276 -1.573
H 1.910 -0.043 -2.803
C -0.141 3.200 -5.460
C -1.544 3.587 -5.035
C -1.499 4.739 -4.017
C -2.356 4.028 -6.210
C -2.863 2.883 -7.131
C -3.502 1.763 -6.328
C -2.620 1.245 -5.226
C -3.570 0.333 -4.416
C -1.477 0.403 -5.794
N -2.298 2.430 -4.391
O -1.677 1.973 -3.213
H -0.163 2.508 -6.319
H 0.376 4.064 -5.855
H 0.429 2.706 -4.668
H -0.901 4.575 -3.115
H -1.034 5.594 -4.500
H -2.520 5.124 -3.744
H -3.289 4.494 -5.849
H -1.751 4.720 -6.854
H -3.577 3.275 -7.855
H -2.056 2.460 -7.742
H -3.883 0.939 -6.938
H -4.401 2.116 -5.815
H -4.007 -0.432 -5.086
H -4.411 0.924 -4.028
H -3.146 -0.135 -3.567
H -0.748 0.976 -6.318
H -1.833 -0.431 -6.405
H -1.007 -0.054 -4.894
H -0.765 1.689 -3.397
C 0.299 -6.549 5.994
C 1.556 -5.661 5.687
C 2.456 -5.747 6.883
C 2.354 -6.310 4.521
C 1.727 -6.122 3.151
C 1.473 -4.632 2.956
C 0.636 -4.015 4.077
C 0.640 -2.473 3.827
C -0.836 -4.392 3.915
N 1.322 -4.279 5.357
O 0.563 -3.615 6.416
H 0.614 -7.600 6.191
H -0.082 -6.262 6.969
H -0.514 -6.588 5.290
H 2.745 -6.811 7.062
H 3.380 -5.136 6.741
H 1.936 -5.389 7.757
H 3.265 -5.738 4.369
H 2.626 -7.343 4.707
H 2.433 -6.441 2.412
H 0.848 -6.781 2.959
H 0.919 -4.460 2.031
H 2.425 -4.085 2.839
H -0.191 -1.993 4.354
H 0.615 -2.227 2.747
H 1.619 -2.079 4.151
H -1.479 -4.096 4.729
H -1.004 -5.441 3.689
H -1.235 -3.867 3.010
H 1.245 -3.251 7.009
C -0.309 5.597 5.258
C -1.152 4.863 4.263
C -1.796 5.865 3.330
C -0.366 3.918 3.418
C 0.071 2.721 4.261
C -1.119 2.018 4.866
C -1.998 2.963 5.678
C -3.271 2.180 5.845
C -1.443 3.303 7.033
N -2.276 4.143 4.824
O -3.124 5.016 5.579
H 0.119 6.494 4.770
H -0.933 5.962 6.058
H 0.512 5.020 5.736
H -2.305 5.390 2.543
H -2.395 6.618 3.853
H -1.027 6.471 2.837
H -1.049 3.507 2.713
H 0.465 4.403 2.914
H 0.569 2.083 3.487
H 0.792 2.902 5.071
H -0.796 1.180 5.463
H -1.712 1.493 4.118
H -3.031 1.200 6.238
H -3.810 2.135 4.917
H -3.897 2.581 6.632
H -0.404 3.495 6.982
H -1.650 2.566 7.845
H -1.927 4.206 7.434
H -3.827 5.188 4.906
C -0.113 -9.279 -0.514
C -0.902 -7.979 -0.749
C -2.326 -8.419 -1.152
C -0.896 -7.316 0.563
C -1.467 -5.909 0.521
C -0.672 -5.146 -0.506
C -0.589 -5.792 -1.935
C -1.937 -5.507 -2.664
C 0.489 -5.020 -2.730
N -0.108 -7.172 -1.690
O -0.168 -7.875 -2.958
H -0.231 -10.038 -1.320
H 0.938 -9.077 -0.345
H -0.559 -9.679 0.388
H -2.341 -8.854 -2.145
H -2.596 -9.124 -0.368
H -3.066 -7.599 -1.109
H -1.518 -7.904 1.280
H 0.121 -7.225 0.939
H -2.577 -5.839 0.444
H -1.196 -5.442 1.478
H 0.372 -5.156 -0.168
H -1.046 -4.103 -0.650
H -2.104 -6.321 -3.416
H -1.850 -4.570 -3.217
H -2.792 -5.469 -2.022
H 0.509 -5.454 -3.746
H 1.481 -5.138 -2.308
H 0.236 -3.971 -2.782
H 0.750 -8.030 -3.213
C 4.021 5.017 -1.373
O 3.764 4.682 -2.721
C 4.676 3.630 -3.078
C 4.439 3.305 -4.529
C 2.977 2.935 -4.798
N 5.340 2.211 -4.829
H 3.280 5.728 -1.035
H 4.980 5.513 -1.183
H 3.931 4.130 -0.767
H 5.731 3.943 -2.933
H 4.510 2.749 -2.408
H 4.744 4.275 -5.059
H 2.897 2.717 -5.869
H 2.324 3.735 -4.611
H 2.692 2.066 -4.158
H 6.246 2.587 -4.613
H 5.398 1.976 -5.844
C 1.030 -2.672 -6.479
O 2.380 -2.380 -6.099
C 2.511 -1.545 -5.012
C 3.964 -1.635 -4.485
C 4.193 -3.077 -4.022
N 4.042 -0.662 -3.375
H 0.480 -1.798 -6.834
H 0.534 -2.993 -5.543
H 1.070 -3.442 -7.232
H 2.252 -0.508 -5.287
H 1.769 -1.852 -4.253
H 4.612 -1.379 -5.313
H 4.070 -3.741 -4.876
H 3.509 -3.344 -3.173
H 5.264 -3.202 -3.731
H 4.280 0.246 -3.766
H 4.780 -0.937 -2.733
C 1.769 8.760 0.249
O 0.684 7.948 0.544
C -0.126 7.762 -0.613
C -1.189 6.695 -0.305
C -0.453 5.445 0.068
N -2.041 6.510 -1.494
H 2.341 8.822 1.174
H 1.427 9.707 -0.159
H 2.413 8.260 -0.497
H -0.620 8.717 -0.905
H 0.373 7.451 -1.523
H -1.779 7.011 0.545
H -1.091 4.575 0.369
H 0.278 5.566 0.876
H 0.083 5.075 -0.791
H -2.779 7.225 -1.367
H -2.445 5.585 -1.327
```